C2H8NO2 | the ωB97M-V functional and the def2-TZVPD basis

As for the highest occupied orbital energy: -3.8 eV. The frontier orbital gap is 0.303 hartree. The energy above the lowest of the compared OMol25 structures with the same formula, charge and spin comes out at 0.0469 eV.

Structure (ORCA input):
```
! RIJCOSX wB97M-V def2-TZVPD def2/J DEFGRID3
* xyz -1 1
C 0.892 -0.722 -0.218
O -0.030 -1.569 0.380
C 0.252 0.276 -1.152
N -0.410 1.398 -0.483
H 1.629 -1.327 -0.769
H 1.443 -0.135 0.549
H -0.494 -0.229 -1.767
H 0.991 0.701 -1.857
H 0.302 1.922 0.009
H -0.965 1.000 0.286
H -1.276 -0.286 2.500
H -0.714 -0.939 0.899
O -1.620 -0.090 1.622
*
```